Entry 1:
The following is a quantum chemistry calculation of a structure of composition C9H8Cl3F5NO5SSrTe in a non-equilibrium geometry, from OMol25.

Its net charge is -1. The calculation puts the HOMO energy at -5.6 eV. Its HOMO-LUMO gap is 7.3 eV. For the relative energy (zero: lowest compared OMol25 entry of this formula, charge and spin), the calculation gives 75.1 kJ/mol. Its strongest force on any atom is 2.3 eV/A. The LUMO energy is 1.67 eV.

Structure (XYZ):
```
34
C9H8Cl3F5NO5SSrTe (ωB97M-V with the def2-TZVPD basis set)
Sr -0.678 -0.781 0.347
C 3.445 -0.006 1.414
C 2.211 0.798 1.696
C 1.458 0.554 2.845
C 0.296 1.268 3.099
C -0.148 2.231 2.201
C 0.588 2.481 1.052
C 1.759 1.773 0.808
H 4.275 0.329 2.043
H 3.743 0.090 0.371
H 3.253 -1.060 1.604
H 1.751 -0.249 3.506
H -0.289 1.038 3.980
H -1.071 2.766 2.386
H 0.243 3.215 0.333
H 2.312 1.952 -0.106
Cl -0.133 -1.679 -4.616
C -0.255 0.081 -4.481
Cl -1.892 0.633 -4.867
Cl 0.933 0.867 -5.550
C 0.067 0.455 -3.112
N 0.336 0.743 -2.039
F -1.911 -1.283 -1.841
Te -3.500 -0.472 -1.130
F -4.232 -0.928 -2.803
F -5.204 0.252 -0.757
F -2.967 1.129 -2.026
F -4.051 -2.167 -0.561
O -2.762 0.044 0.415
O 0.023 -1.960 2.265
S 0.519 -2.884 1.181
O 1.231 -4.029 1.681
O -0.699 -3.197 0.376
O 1.351 -2.000 0.285
```



Entry 2:
The following is a quantum chemistry calculation of the molecule C5H10N4OS in a non-equilibrium geometry, from OMol25.

Its net charge is 0. The calculation puts the HOMO energy (alpha / beta) at -8.2 / -8.1 eV. Its HOMO-LUMO gap (alpha / beta) is 8.0 / 7.7 eV. For the relative energy (zero: lowest compared OMol25 entry of this formula, charge and spin), the calculation gives 585.3 kJ/mol. Its strongest force on any atom is 4.9 eV/A. The LUMO energy (alpha / beta) is -0.15 / -0.39 eV.

Structure (XYZ):
```
21
C5H10N4OS (ωB97M-V with the def2-TZVPD basis set)
C 1.362 1.120 0.767
C -0.201 -0.815 0.175
C -0.253 -0.111 -0.972
C -1.196 -0.395 -2.130
C 1.832 2.827 -0.765
N 0.339 1.096 -1.314
N -1.925 -2.754 0.939
N 1.159 1.601 -0.398
N 0.284 -2.160 2.270
O -1.589 -0.517 2.348
S -1.082 -1.547 1.485
H 1.776 1.303 1.720
H -2.201 -0.984 -1.982
H -1.486 0.546 -2.655
H -0.732 -0.966 -3.009
H 2.002 2.792 -1.883
H 1.172 3.692 -0.621
H 2.874 2.830 -0.257
H -2.873 -2.504 1.131
H 0.190 -2.071 3.357
H 0.549 -2.986 1.794
```



Entry 3:
The following is a quantum chemistry calculation of the molecule C4H4O3 in a non-equilibrium geometry, from OMol25.

Its net charge is 0. The calculation puts the HOMO energy at -9.7 eV. The SMILES is O=C1OC=CCO1. Its HOMO-LUMO gap is 10.3 eV. For the relative energy (zero: lowest compared OMol25 entry of this formula, charge and spin), the calculation gives 213.0 kJ/mol. Its strongest force on any atom is 4.5 eV/A. The LUMO energy is 0.62 eV.

Structure (XYZ):
```
11
C4H4O3 (ωB97M-V with the def2-TZVPD basis set)
O 2.832 0.027 -0.219
C 1.633 0.013 0.083
O 1.025 1.282 0.265
C -0.303 1.352 0.017
C -1.124 0.279 -0.218
C -0.517 -1.168 0.051
O 1.017 -1.204 0.125
H -0.413 2.373 -0.139
H -2.230 0.456 -0.382
H -0.798 -1.914 -0.692
H -1.123 -1.496 1.109
```



Entry 4:
The following is a quantum chemistry calculation of the molecule C4H8O2 in a non-equilibrium geometry, from OMol25.

Its net charge is 0. The calculation puts the HOMO energy at -10.0 eV. The SMILES is O=CCCCO. Its HOMO-LUMO gap is 10.9 eV. For the relative energy (zero: lowest compared OMol25 entry of this formula, charge and spin), the calculation gives 146.0 kJ/mol. Its strongest force on any atom is 1.2 eV/A. The LUMO energy is 0.90 eV.

Structure (XYZ):
```
14
C4H8O2 (ωB97M-V with the def2-TZVPD basis set)
O -1.156 1.399 -1.109
C -1.646 0.883 -0.131
C -0.897 -0.105 0.743
C 0.205 -0.998 0.033
C 1.485 -0.287 -0.534
O 1.728 0.874 0.232
H -2.695 1.145 0.169
H -1.661 -0.762 1.194
H -0.531 0.476 1.610
H 0.527 -1.678 0.829
H -0.337 -1.567 -0.734
H 2.448 -0.848 -0.520
H 1.404 -0.036 -1.607
H 1.126 1.502 -0.177
```



Entry 5:
The following is a quantum chemistry calculation of a structure of composition C32H35BrF4O3P2SrTe, from OMol25.

Its net charge is 0. The calculation puts the HOMO energy at -7.1 eV. Its HOMO-LUMO gap is 7.1 eV. For the relative energy (zero: lowest compared OMol25 entry of this formula, charge and spin), the calculation gives 16.9 kJ/mol. Its strongest force on any atom is 0.6 eV/A. The LUMO energy is 0.04 eV.

Structure (XYZ):
```
79
C32H35BrF4O3P2SrTe (ωB97M-V with the def2-TZVPD basis set)
Sr -0.672 -0.684 1.510
C -0.560 -0.727 4.239
C 0.575 0.031 3.855
C 0.116 1.277 3.359
C -1.311 1.291 3.451
C -1.732 0.049 3.970
C -3.140 -0.404 4.242
C -2.184 2.503 3.295
C 0.989 2.458 3.041
C 2.016 -0.366 3.995
C -0.580 -2.158 4.723
H -3.316 -0.532 5.315
H -3.371 -1.363 3.770
H -3.878 0.311 3.881
H -2.104 3.166 4.163
H -3.235 2.231 3.194
H -1.929 3.124 2.431
H 1.179 3.058 3.939
H 0.539 3.128 2.303
H 1.968 2.157 2.652
H 2.522 0.193 4.788
H 2.596 -0.184 3.077
H 2.120 -1.423 4.240
H -0.665 -2.234 5.813
H 0.330 -2.698 4.447
H -1.424 -2.717 4.308
F -1.629 2.688 -5.110
C -0.871 2.240 -4.117
C 0.258 1.495 -4.386
F 0.602 1.237 -5.643
C 1.029 1.025 -3.336
F 2.119 0.332 -3.672
C 0.690 1.253 -2.009
P 1.509 0.455 -0.574
C 2.265 -1.071 -1.246
C 1.375 -2.104 -1.542
C 1.849 -3.322 -2.008
C 3.211 -3.527 -2.164
C 4.101 -2.504 -1.866
C 3.632 -1.279 -1.415
C 2.900 1.567 -0.183
C 2.993 2.858 -0.695
C 4.006 3.712 -0.274
C 4.941 3.281 0.654
C 4.858 1.994 1.170
C 3.840 1.149 0.762
C -0.424 2.052 -1.774
Br -0.912 2.572 -0.038
C -1.203 2.531 -2.805
F -2.287 3.276 -2.587
H 0.305 -1.948 -1.442
H 1.147 -4.113 -2.239
H 3.581 -4.481 -2.519
H 5.166 -2.656 -1.994
H 4.334 -0.482 -1.210
H 2.271 3.208 -1.424
H 4.064 4.714 -0.678
H 5.731 3.946 0.979
H 5.581 1.652 1.900
H 3.776 0.152 1.185
C -4.804 0.941 -1.482
C -4.375 -0.232 -2.329
O -4.102 -1.385 -1.490
P -2.589 -1.707 -1.096
O -1.811 -0.452 -0.788
Te -2.549 -3.303 0.654
O -1.924 -2.265 -2.443
C -2.450 -3.437 -3.097
C -1.594 -3.743 -4.299
H -5.048 1.793 -2.120
H -4.000 1.238 -0.808
H -5.684 0.682 -0.892
H -3.491 0.004 -2.925
H -5.164 -0.553 -3.007
H -3.484 -3.241 -3.387
H -2.451 -4.261 -2.379
H -1.560 -2.888 -4.976
H -2.002 -4.597 -4.841
H -0.574 -3.984 -3.997
```



Which of these has the highest strongest force on any atom? C5H10N4OS



Copy entry 5 word for word.
The following is a quantum chemistry calculation of a structure of composition C32H35BrF4O3P2SrTe, from OMol25.

Its net charge is 0. The calculation puts the HOMO energy at -7.1 eV. Its HOMO-LUMO gap is 7.1 eV. For the relative energy (zero: lowest compared OMol25 entry of this formula, charge and spin), the calculation gives 16.9 kJ/mol. Its strongest force on any atom is 0.6 eV/A. The LUMO energy is 0.04 eV.

Structure (XYZ):
```
79
C32H35BrF4O3P2SrTe (ωB97M-V with the def2-TZVPD basis set)
Sr -0.672 -0.684 1.510
C -0.560 -0.727 4.239
C 0.575 0.031 3.855
C 0.116 1.277 3.359
C -1.311 1.291 3.451
C -1.732 0.049 3.970
C -3.140 -0.404 4.242
C -2.184 2.503 3.295
C 0.989 2.458 3.041
C 2.016 -0.366 3.995
C -0.580 -2.158 4.723
H -3.316 -0.532 5.315
H -3.371 -1.363 3.770
H -3.878 0.311 3.881
H -2.104 3.166 4.163
H -3.235 2.231 3.194
H -1.929 3.124 2.431
H 1.179 3.058 3.939
H 0.539 3.128 2.303
H 1.968 2.157 2.652
H 2.522 0.193 4.788
H 2.596 -0.184 3.077
H 2.120 -1.423 4.240
H -0.665 -2.234 5.813
H 0.330 -2.698 4.447
H -1.424 -2.717 4.308
F -1.629 2.688 -5.110
C -0.871 2.240 -4.117
C 0.258 1.495 -4.386
F 0.602 1.237 -5.643
C 1.029 1.025 -3.336
F 2.119 0.332 -3.672
C 0.690 1.253 -2.009
P 1.509 0.455 -0.574
C 2.265 -1.071 -1.246
C 1.375 -2.104 -1.542
C 1.849 -3.322 -2.008
C 3.211 -3.527 -2.164
C 4.101 -2.504 -1.866
C 3.632 -1.279 -1.415
C 2.900 1.567 -0.183
C 2.993 2.858 -0.695
C 4.006 3.712 -0.274
C 4.941 3.281 0.654
C 4.858 1.994 1.170
C 3.840 1.149 0.762
C -0.424 2.052 -1.774
Br -0.912 2.572 -0.038
C -1.203 2.531 -2.805
F -2.287 3.276 -2.587
H 0.305 -1.948 -1.442
H 1.147 -4.113 -2.239
H 3.581 -4.481 -2.519
H 5.166 -2.656 -1.994
H 4.334 -0.482 -1.210
H 2.271 3.208 -1.424
H 4.064 4.714 -0.678
H 5.731 3.946 0.979
H 5.581 1.652 1.900
H 3.776 0.152 1.185
C -4.804 0.941 -1.482
C -4.375 -0.232 -2.329
O -4.102 -1.385 -1.490
P -2.589 -1.707 -1.096
O -1.811 -0.452 -0.788
Te -2.549 -3.303 0.654
O -1.924 -2.265 -2.443
C -2.450 -3.437 -3.097
C -1.594 -3.743 -4.299
H -5.048 1.793 -2.120
H -4.000 1.238 -0.808
H -5.684 0.682 -0.892
H -3.491 0.004 -2.925
H -5.164 -0.553 -3.007
H -3.484 -3.241 -3.387
H -2.451 -4.261 -2.379
H -1.560 -2.888 -4.976
H -2.002 -4.597 -4.841
H -0.574 -3.984 -3.997
```